Entry 1:
Below is a molecular structure, C10H15AuF6P, with properties calculated with the ωB97M-V functional and the def2-TZVPD basis.

The expectation value of S² is 0.76. Its orbital gap (spin up / spin down) is 6.35 / 6.89 eV. The spin multiplicity is 2. As for the charge: +2.

Atoms and positions in Å:
Au 0.419 -1.440 -1.269
C -1.255 0.695 -0.850
C -1.230 0.842 0.619
C 0.061 1.055 0.998
C 0.907 1.023 -0.213
C 0.104 0.654 -1.382
C 0.444 1.085 -2.793
C 2.303 1.381 -0.219
C 0.592 1.252 2.362
C -2.414 0.763 1.507
C -2.455 0.715 -1.661
H 0.259 2.155 -2.927
H -0.165 0.556 -3.527
H 1.491 0.898 -3.026
H 2.337 2.473 -0.028
H 2.826 1.172 -1.147
H 2.813 0.952 0.654
H 1.022 0.307 2.718
H -0.195 1.545 3.053
H 1.382 2.003 2.387
H -2.600 1.742 1.963
H -2.220 0.062 2.323
H -3.318 0.454 0.993
H -2.629 1.790 -1.881
H -3.342 0.365 -1.138
H -2.332 0.232 -2.632
F 0.796 -1.611 0.783
P 1.072 -3.772 0.822
F 0.866 -3.490 -0.903
F 2.532 -3.310 0.571
F -0.487 -3.677 0.856
F 1.187 -3.598 2.349
F 1.228 -5.272 0.635

Mulliken population analysis, charges in e, atoms 1 to 8: atom 1 (Au): 0.836, atom 2 (C): 0.692, atom 3 (C): 0.701, atom 4 (C): 0.684, atom 5 (C): 0.928, atom 6 (C): 0.695, atom 7 (C): -1.290, atom 8 (C): -1.794



Entry 2:
Below is a molecular structure, C4H8O4 at a distorted geometry, with properties calculated with the ωB97M-V functional and the def2-TZVPD basis.

Its orbital gap is 10.24 eV. The spin multiplicity is 1. As for the charge: 0.

Atoms and positions in Å:
C 0.662 0.474 2.082
C 0.005 0.416 -0.442
C 0.666 -0.480 -1.323
C -1.374 0.589 -0.917
H -0.008 -0.045 2.976
H 0.641 1.540 1.921
H 1.818 0.047 2.228
H 0.439 1.417 -0.263
H 1.713 -0.606 -1.036
H 0.887 -0.281 -2.386
H 0.183 -2.240 -0.869
H -1.452 -0.265 0.624
O -0.179 -0.254 0.927
O -0.089 -1.590 -1.599
O -2.156 0.186 0.057
O -1.756 1.093 -1.981

natural (NBO) population analysis, charges in e, atoms 1 to 8: atom 1 (C): -0.269, atom 2 (C): -0.056, atom 3 (C): -0.133, atom 4 (C): 0.752, atom 5 (H): 0.233, atom 6 (H): 0.200, atom 7 (H): 0.212, atom 8 (H): 0.225



Entry 3:
Below is a molecular structure, C6H5Cl2NO3P at a distorted geometry, with properties calculated with the ωB97M-V functional and the def2-TZVPD basis.

Its orbital gap is 7.39 eV. The spin multiplicity is 1. As for the charge: -1.

Atoms and positions in Å:
C -0.854 -0.575 0.567
C -0.211 -1.012 -0.530
C -0.314 0.497 1.303
C 1.156 -0.542 -0.934
C 0.904 1.007 0.944
C 3.376 0.643 -0.140
N 1.520 0.672 -0.243
O 4.556 -1.884 -0.159
O 2.174 -1.592 -0.785
O 2.800 -1.138 1.768
P 3.343 -1.203 0.375
Cl 3.863 1.021 -1.732
Cl 3.921 1.681 1.065
H -1.713 -1.001 0.820
H -0.549 -1.914 -1.133
H -0.884 0.849 2.114
H 1.205 -0.237 -1.896
H 1.377 1.602 1.578

natural (NBO) population analysis, charges in e, atoms 1 to 8: atom 1 (C): -0.188, atom 2 (C): -0.240, atom 3 (C): -0.368, atom 4 (C): 0.196, atom 5 (C): 0.084, atom 6 (C): -0.342, atom 7 (N): -0.431, atom 8 (O): -1.130



Entry 4:
Below is 2 unconnected molecules or ions with the total composition C14H24Cl2FN2O4 at a distorted geometry, with properties calculated with the ωB97M-V functional and the def2-TZVPD basis.

Its orbital gap is 9.34 eV. The spin multiplicity is 1. As for the charge: +1.

Atoms and positions in Å:
C -1.621 4.157 0.891
C -0.252 3.608 0.680
O -0.242 2.316 1.325
C 0.873 1.672 0.982
C 0.759 0.177 1.295
Cl 2.325 -0.476 1.412
C -0.144 -0.573 2.305
O -0.028 -1.699 2.475
O -1.178 0.221 2.658
C -2.176 -0.610 3.296
C -3.399 0.230 3.414
O 1.753 2.091 0.289
H -1.736 5.085 0.318
H -2.388 3.450 0.545
H -1.804 4.380 1.943
H -0.015 3.482 -0.378
H 0.527 4.243 1.147
H -2.342 -1.499 2.685
H -1.791 -0.922 4.287
H -4.229 -0.386 3.781
H -3.257 1.057 4.110
H -3.694 0.641 2.438
Cl -3.766 -0.959 -5.482
C -4.426 -0.595 -3.850
N -3.366 -0.429 -2.843
C -2.540 -1.716 -2.668
C -1.521 -1.498 -1.576
N -1.748 -0.133 -1.105
F -0.264 0.085 0.367
C -3.011 0.068 -0.441
C -4.053 -0.126 -1.534
C -1.407 0.887 -2.086
C -2.436 0.743 -3.182
H -4.999 0.331 -3.924
H -5.067 -1.433 -3.559
H -3.245 -2.505 -2.395
H -2.080 -1.935 -3.628
H -1.648 -2.167 -0.719
H -0.483 -1.557 -1.933
H -3.093 -0.668 0.371
H -3.012 1.079 -0.009
H -4.643 0.785 -1.673
H -4.708 -0.970 -1.300
H -1.447 1.859 -1.577
H -0.376 0.699 -2.421
H -1.984 0.532 -4.148
H -3.065 1.635 -3.244

natural (NBO) population analysis, charges in e, atoms 1 to 8: atom 1 (C): -0.624, atom 2 (C): -0.084, atom 3 (O): -0.488, atom 4 (C): 0.762, atom 5 (C): 0.098, atom 6 (Cl): 0.101, atom 7 (C): 0.779, atom 8 (O): -0.533



In kcal/mol, the ΔE to the lowest compared entry with this formula, charge and spin values for the records above are, in order, 0.0 111.2 5.9 30.4.